[1]
{
  "formula": "C2N4O6",
  "method": "the ωB97M-V functional and the def2-TZVPD basis",
  "orbital_gap_ev": [7.86, 6.59],
  "charge": 0,
  "multiplicity": 3,
  "e_homo_ev": [-9.72, -11.38],
  "total_energy_ha": -746.1611,
  "elements": ["C", "C", "N", "N", "N", "N", "O", "O", "O", "O", "O", "O"],
  "xyz": [[-1.30990, -0.45627, 0.79285], [-0.15113, -0.24349, 0.13070], [-2.15253, -0.77298, 1.50116], [-0.01494, 1.67139, 0.06831], [-0.14755, -0.51366, -1.31017], [1.08687, -0.72876, 0.65084], [0.20076, 1.99803, -1.02782], [-1.20213, -0.81748, -1.78509], [1.98830, -0.00944, 1.01008], [-0.17387, 2.07838, 1.14350], [0.86306, -0.25802, -1.91006], [1.01306, -1.94770, 0.73571]],
  "forces_ev_per_a": [[-2.33, -1.52, 1.87], [3.40, 3.57, -2.01], [-0.54, 0.23, 0.19], [-0.04, -4.50, -0.44], [-0.41, 0.47, -0.58], [-6.19, 2.70, -2.57], [0.08, 1.99, -0.31], [-1.16, -0.48, -0.61], [5.08, 2.82, 2.18], [-0.08, 1.68, 0.94], [0.75, -0.48, 0.05], [1.43, -6.47, 1.30]]
}

[2]
{
  "formula": "C3H4LiO3Sn",
  "method": "the ωB97M-V functional and the def2-TZVPD basis",
  "orbital_gap_ev": [5.74, 7.59],
  "de_lowest_ev": 5.6756,
  "charge": 1,
  "multiplicity": 1,
  "e_homo_ev": [-10.43, -12.16],
  "total_energy_ha": -563.8045,
  "elements": ["H", "C", "C", "O", "C", "O", "Sn", "O", "H", "H", "H", "Li"],
  "xyz": [[1.18293, -1.98694, 0.16372], [0.74696, -1.27645, -0.56332], [1.34134, 0.09042, -0.37157], [0.48404, 0.80489, 0.50968], [-0.29098, 2.17661, 0.59640], [-0.97641, 2.11414, 1.75542], [-1.27409, -0.07310, 0.77542], [-0.67622, -1.34268, -0.46775], [1.09014, -1.60594, -1.56309], [1.30250, 0.63863, -1.33019], [-1.38140, 2.95795, 1.99656], [-1.54882, -2.49754, -1.50128]],
  "forces_ev_per_a": [[-0.32, 0.13, -0.13], [2.37, -1.29, -0.17], [-1.97, 1.68, -1.32], [1.28, 0.48, 1.75], [0.38, 0.87, -1.64], [1.32, -0.32, 0.63], [-4.98, 0.57, 3.38], [1.05, -2.38, -2.98], [-0.14, 0.05, 0.40], [0.84, 0.08, 0.42], [0.23, 0.29, -0.23], [-0.06, -0.16, -0.11]]
}

[3]
{
  "formula": "C43H41N7O7Yb",
  "method": "the ωB97M-V functional and the def2-TZVPD basis",
  "orbital_gap_ev": [6.98, 6.97],
  "de_lowest_ev": 0.0000,
  "charge": 1,
  "multiplicity": 2,
  "e_homo_ev": [-10.22, -10.22],
  "total_energy_ha": -3731.9440,
  "elements": ["Yb", "O", "C", "O", "C", "C", "C", "C", "C", "N", "C", "O", "O", "H", "H", "H", "H", "C", "C", "N", "C", "C", "C", "O", "C", "C", "C", "C", "N", "C", "H", "H", "H", "H", "H", "H", "H", "H", "H", "H", "H", "H", "H", "H", "C", "C", "N", "C", "C", "C", "C", "C", "C", "C", "C", "N", "C", "N", "H", "H", "H", "H", "H", "H", "H", "H", "H", "C", "C", "C", "C", "C", "C", "N", "C", "C", "C", "C", "C", "C", "C", "O", "O", "C", "C", "H", "H", "H", "H", "H", "H", "H", "H", "H", "H", "H", "H", "H", "H"],
  "xyz": [[1.18536, 0.35527, -0.78874], [-1.23822, 1.72066, 2.92921], [-0.84822, 1.14752, 1.81680], [-0.21104, 1.70202, 0.94173], [-1.22792, -0.28222, 1.64381], [-2.21436, -0.95839, 2.32421], [-2.48048, -2.27301, 1.93862], [-1.74209, -2.85052, 0.92203], [-0.75608, -2.08943, 0.30636], [-0.52111, -0.83364, 0.65772], [0.13786, -2.59838, -0.82012], [0.18789, -3.78603, -1.03845], [0.75975, -1.63601, -1.42727], [-0.89147, 2.62696, 2.96502], [-2.75418, -0.47331, 3.12792], [-3.26247, -2.83235, 2.43618], [-1.89628, -3.86927, 0.59089], [-6.28148, 1.64387, 0.34406], [-6.10437, 1.67189, -1.16790], [-4.70477, 1.47650, -1.57233], [-4.25352, 0.08957, -1.72962], [-3.96611, -0.33695, -3.16355], [-3.94783, 2.59585, -1.68136], [-4.38816, 3.71287, -1.44650], [-2.50863, 2.54009, -2.15083], [-2.09282, 3.57972, -2.98118], [-0.76322, 3.67502, -3.34989], [0.13139, 2.74707, -2.85472], [-0.24846, 1.74655, -2.05347], [-1.54363, 1.65848, -1.71537], [-7.33627, 1.75329, 0.60144], [-5.73083, 2.46890, 0.79710], [-5.92185, 0.70187, 0.76667], [-6.43476, 2.62927, -1.55861], [-6.69191, 0.88617, -1.64297], [-5.06283, -0.52896, -1.34905], [-3.40109, -0.11542, -1.07911], [-4.84879, -0.17490, -3.78538], [-3.71942, -1.40038, -3.18295], [-3.13586, 0.21215, -3.60557], [-2.82344, 4.30864, -3.30647], [-0.41620, 4.47407, -3.98948], [1.18628, 2.79977, -3.09311], [-1.79174, 0.84535, -1.04750], [4.66771, 0.13849, -3.76898], [3.85585, 0.31058, -2.66875], [2.51918, 0.32773, -2.76180], [1.96430, 0.13559, -3.96424], [2.69618, -0.06329, -5.13034], [4.08481, -0.03445, -5.01032], [2.08047, -0.19884, -6.46719], [0.94803, -0.79659, -6.82913], [0.01940, -1.62929, -6.03758], [0.42773, -2.54587, -5.08026], [-0.56042, -3.28001, -4.44588], [-1.85406, -3.12793, -4.73128], [-2.13777, -2.24457, -5.68632], [-1.27473, -1.48977, -6.35343], [5.74331, 0.14759, -3.65277], [4.27547, 0.46366, -1.68442], [0.88292, 0.15169, -4.00866], [4.70062, -0.15100, -5.89534], [2.64614, 0.28951, -7.25518], [0.63353, -0.69144, -7.86243], [1.47287, -2.69601, -4.83948], [-0.31284, -4.00614, -3.68006], [-3.18452, -2.13202, -5.95257], [3.59386, -2.31333, 7.71270], [2.70675, -2.29198, 6.49495], [1.65258, -3.18984, 6.38667], [0.84672, -3.21193, 5.25776], [1.06383, -2.29014, 4.25153], [2.10227, -1.36654, 4.35565], [2.25629, -0.44731, 3.27680], [2.27328, 0.91541, 3.36502], [1.98317, 1.53603, 4.59708], [1.98202, 2.90514, 4.72662], [2.24591, 3.73454, 3.63326], [2.47553, 3.15496, 2.40936], [2.49034, 1.76214, 2.24248], [2.56058, 1.28731, 0.85743], [2.34891, 2.06598, -0.11641], [2.68786, 0.02520, 0.57329], [2.96663, -1.38577, 5.45559], [4.19778, -0.52093, 5.52232], [3.20513, -3.00043, 8.46156], [3.66986, -1.32121, 8.16272], [4.60842, -2.63011, 7.45752], [1.47122, -3.89249, 7.19185], [0.04564, -3.93624, 5.17068], [0.43012, -2.26981, 3.36981], [2.41001, -0.84138, 2.36692], [1.75757, 0.90671, 5.44912], [1.77079, 3.34363, 5.69409], [2.25762, 4.81064, 3.74578], [2.63363, 3.76653, 1.53101], [4.11980, 0.25129, 6.29352], [4.39824, -0.02929, 4.57403], [5.06682, -1.13463, 5.76747]],
  "forces_ev_per_a": [[-2.66, -0.75, -1.84], [-0.14, -0.06, 0.10], [0.08, -0.10, -0.09], [0.15, 0.19, 0.01], [0.07, 0.04, -0.04], [-0.08, 0.00, 0.19], [-0.04, 0.02, 0.06], [0.03, -0.11, 0.04], [0.15, 0.09, 0.00], [-0.04, -0.05, -0.28], [-0.10, 0.01, -0.06], [-0.02, 0.04, -0.14], [-0.01, -0.63, -0.23], [0.05, 0.09, -0.02], [0.00, -0.05, -0.07], [0.03, 0.00, -0.01], [0.00, 0.04, 0.02], [0.04, 0.00, -0.05], [0.06, -0.01, 0.08], [0.03, 0.02, 0.05], [0.06, 0.08, -0.12], [-0.08, 0.01, 0.04], [-0.09, 0.02, 0.02], [0.03, -0.15, -0.06], [-0.06, 0.06, -0.04], [-0.01, -0.01, -0.02], [-0.08, 0.07, -0.02], [0.05, -0.10, 0.01], [-0.31, 0.32, -0.11], [0.03, -0.14, -0.04], [0.05, -0.02, 0.01], [-0.01, -0.03, 0.01], [-0.03, 0.03, 0.00], [-0.01, 0.02, -0.05], [0.00, -0.01, -0.03], [-0.04, -0.02, 0.10], [-0.07, -0.05, -0.01], [0.05, -0.01, 0.01], [0.01, 0.02, -0.04], [0.04, 0.04, 0.00], [0.02, 0.00, 0.01], [0.00, -0.02, 0.00], [0.01, 0.00, 0.01], [0.02, 0.02, 0.02], [0.18, -0.04, -0.08], [-0.11, 0.13, 0.08], [0.13, -0.12, -0.34], [0.00, -0.07, -0.12], [0.05, -0.01, 0.03], [-0.03, -0.03, -0.06], [0.07, 0.10, 0.09], [-0.06, -0.10, -0.13], [-0.08, 0.08, 0.08], [0.13, -0.02, 0.07], [-0.13, 0.02, 0.05], [0.03, 0.05, -0.05], [0.11, -0.02, 0.07], [-0.01, -0.01, 0.01], [-0.05, 0.00, 0.00], [-0.01, 0.00, 0.07], [-0.06, -0.01, 0.04], [-0.01, -0.01, 0.05], [-0.04, 0.02, 0.02], [0.04, 0.00, 0.02], [-0.07, 0.02, -0.01], [0.03, 0.02, 0.02], [0.04, 0.01, 0.03], [-0.04, 0.01, -0.08], [0.06, -0.03, 0.05], [-0.03, -0.01, 0.00], [-0.01, -0.01, 0.00], [-0.03, 0.08, -0.01], [-0.12, 0.02, 0.10], [0.21, 0.00, -0.09], [-0.12, 0.03, -0.03], [0.03, -0.02, 0.09], [0.01, -0.04, -0.02], [0.00, 0.13, -0.01], [-0.05, 0.03, 0.05], [0.06, -0.03, 0.02], [1.22, 0.53, 1.14], [0.52, 0.49, 0.36], [0.84, -0.14, 1.42], [0.05, -0.01, -0.14], [-0.05, 0.00, 0.00], [0.01, 0.00, 0.00], [0.01, -0.03, 0.01], [-0.03, 0.01, 0.02], [0.01, 0.02, -0.03], [0.03, 0.03, 0.01], [0.02, 0.01, 0.05], [0.10, -0.03, -0.22], [0.02, 0.07, -0.04], [-0.01, -0.02, 0.00], [0.00, -0.04, 0.00], [0.01, -0.02, 0.02], [-0.01, -0.04, -0.04], [-0.01, 0.02, -0.01], [-0.03, 0.04, 0.02]]
}

[4]
{
  "formula": "C5H10BNO2S",
  "method": "the ωB97M-V functional and the def2-TZVPD basis",
  "orbital_gap_ev": [5.37, 7.40],
  "charge": 0,
  "multiplicity": 3,
  "e_homo_ev": [-4.68, -8.88],
  "total_energy_ha": -824.6418,
  "elements": ["B", "C", "C", "C", "C", "C", "N", "O", "O", "S", "H", "H", "H", "H", "H", "H", "H", "H", "H", "H"],
  "xyz": [[-3.01078, 1.18592, -0.07082], [3.40579, -0.25377, -0.40605], [1.01174, -0.08264, 0.13851], [-0.09101, 0.46161, 0.68083], [2.36215, 0.48595, -0.08367], [-1.41160, -1.54438, 0.36106], [-1.24535, -0.10838, 0.96740], [-2.44627, 2.34392, -0.25574], [-3.97708, 0.36476, -0.44655], [2.47783, 2.24567, 0.18471], [4.42313, 0.15289, -0.35814], [3.33950, -1.23971, -0.79237], [1.01088, -1.11846, -0.26803], [-0.07613, 1.51217, 1.14115], [-1.63474, -1.25225, -0.73559], [-0.58735, -2.12472, 0.51927], [-2.19500, -1.98476, 0.91511], [-2.82070, 3.29917, -0.36819], [-4.52119, 0.61342, -1.16371], [1.22104, 2.50963, 0.73002]],
  "forces_ev_per_a": [[0.09, -0.92, 1.26], [1.84, 0.45, -0.26], [3.45, -2.03, -2.57], [-2.29, 2.21, 2.99], [-3.19, 1.29, 1.24], [-1.44, 4.83, -0.87], [0.88, -2.45, -1.37], [-0.01, 3.12, -0.52], [0.64, -0.51, 1.11], [-0.24, 0.34, 0.43], [-0.47, -0.01, -0.21], [-0.36, -0.85, 0.10], [-0.37, 0.73, 0.59], [0.13, -1.45, -0.92], [0.15, -1.31, 1.66], [2.42, -1.43, -0.06], [-1.30, -0.36, 0.00], [0.21, -1.94, -0.13], [-1.52, 0.71, -1.89], [1.39, -0.42, -0.60]]
}

- What is the charge in the fourth record?
  0

- What is the charge in the first record?
  0